{
  "formula": "C4H10N2O2",
  "method": "ωB97M-V/def2-TZVPD",
  "e_above_lowest_kcal_mol": 15.29,
  "orbital_gap_ev": 10.31,
  "max_force_ha_per_bohr": 0.01685,
  "smiles": "C[C@@H](CN)NC(=O)O",
  "homo_energy_ev": -9.5,
  "species": ["O", "O", "N", "N", "C", "C", "C", "C", "H", "H", "H", "H", "H", "H", "H", "H", "H", "H"],
  "xyz": [[-0.14506, 2.07535, -0.01876], [-2.03066, 1.69564, 1.18785], [-0.87541, -0.04573, 0.41007], [2.11359, -1.28832, -1.45520], [-0.92983, 1.30513, 0.46818], [0.41099, -0.69388, 0.15145], [0.38727, -2.09830, 0.74047], [0.80662, -0.64081, -1.30339], [1.39560, -2.47367, 0.89171], [-1.53264, -0.57035, 0.96080], [-0.12795, -2.81971, 0.10648], [-2.27849, 2.56931, 0.86048], [2.82737, -0.71965, -1.00467], [0.79810, 0.38823, -1.64508], [1.20248, -0.18167, 0.71531], [0.10182, -1.22584, -1.89557], [-0.13360, -2.08349, 1.69154], [2.41281, -1.25210, -2.42458]],
  "forces_ev_per_angstrom": [[0.2, 0.2, -0.2], [-0.1, -0.1, -0.5], [0.7, -0.1, -0.1], [0.6, 0.3, -0.2], [-0.7, -0.2, 0.5], [0.3, -0.2, 0.7], [-0.1, -0.2, -0.3], [0.2, -0.5, -0.3], [0.0, 0.0, 0.0], [-0.1, 0.2, 0.0], [-0.1, 0.0, -0.2], [0.2, 0.1, 0.2], [-0.1, 0.0, 0.3], [-0.1, 0.2, -0.1], [-0.2, 0.4, -0.1], [-0.2, 0.1, 0.0], [0.0, 0.0, 0.3], [-0.3, -0.2, -0.1]]
}

{
  "formula": "C18H38BaN6O3SSi4",
  "method": "ωB97M-V/def2-TZVPD",
  "e_above_lowest_kcal_mol": 0.00,
  "orbital_gap_ev": 6.32,
  "max_force_ha_per_bohr": 0.01832,
  "homo_energy_ev": -6.7,
  "species": ["Ba", "S", "Si", "Si", "Si", "Si", "O", "O", "O", "N", "N", "N", "N", "N", "N", "C", "C", "C", "C", "C", "C", "C", "C", "C", "C", "C", "C", "C", "C", "C", "C", "C", "C", "H", "H", "H", "H", "H", "H", "H", "H", "H", "H", "H", "H", "H", "H", "H", "H", "H", "H", "H", "H", "H", "H", "H", "H", "H", "H", "H", "H", "H", "H", "H", "H", "H", "H", "H", "H", "H", "H"],
  "xyz": [[-0.85101, 0.33079, -1.42163], [-0.76265, 1.35939, -4.26197], [0.00813, -1.57761, 1.12742], [2.20744, -1.58397, 1.87878], [-0.85249, -3.65085, 1.75006], [-1.04668, -0.12964, 2.61817], [-0.52237, 1.96349, -5.58412], [0.38227, 0.44734, -3.81646], [-0.02325, 3.02105, -1.12766], [-2.24735, 2.85477, -1.37058], [1.79597, 1.77328, -1.26879], [3.24014, 1.92230, -3.15520], [3.73755, 0.56012, -1.38202], [2.48810, 3.13481, -4.95811], [1.32040, 3.32311, -2.99648], [2.86553, 0.19120, 1.97262], [-3.55311, 4.37865, -2.65734], [0.28355, -5.03469, 1.15380], [-2.40926, 5.10148, -2.95884], [-2.92179, -0.40684, 2.58405], [2.91948, 1.44741, -1.95530], [-2.06793, 0.10914, -4.52803], [2.50631, -2.35894, 3.57188], [1.11220, 2.73337, -1.85802], [-1.16795, 3.55307, -1.68717], [-0.80084, 1.67182, 2.06663], [-1.18092, 4.69326, -2.46682], [-0.51965, -0.18876, 4.42841], [-2.54049, -3.93510, 0.94751], [-1.09731, -3.89476, 3.60596], [-3.42534, 3.25907, -1.85540], [2.37083, 2.78611, -3.66606], [3.29629, -2.55400, 0.67039], [3.95466, 0.21609, 2.07286], [2.57997, 0.79990, 1.11017], [-3.25904, -3.17191, 1.25775], [-2.46232, -3.90258, -0.14214], [3.10458, 2.55865, -5.50698], [4.52489, 0.21806, -1.90202], [-2.94758, -4.91116, 1.22572], [-2.76560, 0.46766, -5.28240], [-0.15815, -6.01500, 1.35302], [-0.64225, -1.19357, 4.83694], [0.46493, -4.95674, 0.07930], [-1.83478, -3.19149, 4.00000], [1.63485, 3.43766, -5.40315], [0.53115, 0.08680, 4.54092], [-2.64057, -0.03867, -3.59568], [2.22176, -3.41371, 3.57947], [3.03871, -3.61516, 0.72245], [1.25316, -4.99729, 1.65678], [0.25424, 1.91457, 1.91761], [-0.26398, 5.21316, -2.68997], [-2.46828, 5.98119, -3.58572], [-1.32731, 1.91168, 1.13544], [-4.52117, 4.67372, -3.03495], [4.35890, -2.45913, 0.91432], [-1.19776, 2.35617, 2.82220], [3.14607, -2.24985, -0.36786], [-0.16562, -3.73791, 4.15301], [1.92313, -1.85251, 4.34365], [-3.29647, -0.55671, 1.56597], [-1.59763, -0.82346, -4.83658], [3.50194, 0.16281, -0.48861], [-1.11356, 0.50178, 5.03420], [-1.45304, -4.90614, 3.82338], [-3.45244, 0.44666, 3.01517], [-4.28264, 2.65474, -1.58603], [-3.19774, -1.29456, 3.15842], [3.56306, -2.29611, 3.84764], [2.44808, 0.68250, 2.85600]],
  "forces_ev_per_angstrom": [[0.7, -0.3, 0.6], [0.2, 0.2, -0.3], [-0.1, 0.0, -0.2], [0.1, 0.0, -0.1], [0.0, 0.0, 0.0], [0.0, 0.0, 0.0], [0.0, 0.0, 0.0], [-0.5, 0.0, 0.4], [-0.1, 0.0, 0.1], [0.1, -0.2, -0.1], [0.0, 0.0, 0.0], [0.1, 0.0, 0.1], [0.0, 0.0, 0.0], [0.1, 0.1, 0.1], [0.0, 0.1, 0.1], [0.0, 0.0, 0.0], [-0.1, -0.2, 0.1], [0.0, 0.0, 0.0], [0.2, 0.0, 0.0], [0.0, 0.0, 0.0], [0.0, 0.0, 0.0], [-0.1, 0.0, -0.1], [0.0, 0.0, 0.0], [0.0, 0.1, 0.0], [-0.1, 0.2, -0.2], [0.0, 0.0, 0.0], [0.0, 0.2, 0.0], [0.0, 0.0, 0.0], [0.0, 0.0, 0.0], [0.0, 0.0, 0.0], [0.1, 0.2, 0.0], [-0.3, -0.3, -0.3], [0.0, 0.0, 0.0], [0.0, 0.0, 0.0], [-0.1, 0.0, 0.1], [0.0, 0.0, 0.0], [0.0, 0.0, 0.0], [0.0, 0.0, 0.0], [0.0, 0.0, 0.0], [0.0, 0.0, 0.0], [0.0, 0.0, 0.0], [0.0, 0.0, 0.0], [0.0, 0.0, 0.0], [0.0, 0.0, 0.0], [0.0, 0.0, 0.0], [0.0, 0.0, 0.0], [0.0, 0.0, 0.0], [0.1, 0.0, -0.2], [0.0, 0.0, 0.0], [0.0, 0.0, 0.0], [0.0, 0.0, 0.0], [0.0, 0.0, 0.0], [0.0, 0.0, 0.0], [0.0, 0.0, 0.0], [0.0, 0.0, 0.0], [0.0, 0.0, 0.0], [0.0, 0.0, 0.0], [0.0, 0.0, 0.0], [0.0, 0.0, 0.0], [0.0, 0.0, 0.0], [0.0, 0.0, 0.0], [0.0, 0.0, 0.0], [0.0, 0.0, -0.1], [0.0, 0.0, 0.0], [0.0, 0.0, 0.0], [0.0, 0.0, 0.0], [0.0, 0.0, 0.0], [0.0, 0.0, 0.0], [0.0, 0.0, 0.0], [0.0, 0.0, 0.0], [0.0, 0.0, 0.0]]
}